Below is a structure of composition C29H47CsN3O2PSSb, with properties calculated with ωB97M-V/def2-TZVPD.

Structure (XYZ):
```
85
C29H47CsN3O2PSSb, DFT ωB97M-V/def2-TZVPD
Cs 0.4230 0.3172 0.1118
Sb 3.0017 -3.4232 -0.4569
S -2.1691 -2.5788 -0.0847
P -1.7000 3.4577 -0.6361
O 1.0803 2.8513 1.9617
O -2.0159 -1.0862 0.0840
N 1.1081 -2.1631 1.7331
N 3.8517 -0.5949 0.3177
N 1.7599 -1.1833 -2.2640
C -3.6593 -2.7946 -1.0722
C -3.3800 4.9235 1.2030
C -3.1248 1.7905 -2.4137
C 1.6503 -3.2885 1.2462
C 0.9129 -4.5473 3.1462
C 5.6508 -2.1698 0.4083
C -1.5599 5.0823 -1.4934
C 6.5308 -1.1707 0.7966
C -0.0967 -0.9310 3.4758
C 1.5953 -0.5646 -3.4389
C -2.1898 3.9786 1.0657
C 0.3834 -3.3828 3.6580
C 4.3214 -1.8406 0.1775
C -2.7538 -3.2186 1.5006
C 4.7023 0.3649 0.6892
C -3.8878 -2.4165 2.1142
C 1.0224 0.8259 -3.4254
C 1.9618 -1.1628 -4.6417
C -1.0823 4.9528 -2.9378
C 1.5569 -4.5026 1.9167
C 2.6944 -3.0611 -3.4048
C 6.0498 0.1158 0.9362
C 1.1051 2.8356 3.3869
C -4.0053 -4.2525 -1.3281
C 2.5089 -2.4297 -4.6257
C 2.3105 -2.3998 -2.2431
C 4.1297 1.7432 0.8586
C -3.3042 2.7974 -1.2780
C 0.4879 -2.2051 2.9180
H -4.8391 -4.3149 -2.0260
H -1.2948 4.4095 1.5224
H -0.2721 -0.1847 2.7038
H -3.5966 5.1204 2.2542
H -4.2818 4.5022 0.7568
H 3.6080 1.8097 1.8165
H -4.4616 -2.2401 -0.5847
H -0.1271 4.4267 -2.9901
H -0.8453 5.6769 -0.9166
H -3.1633 -4.7908 -1.7649
H -3.9575 3.6188 -1.5830
H 1.8168 -0.6330 -5.5737
H 3.1352 -4.0484 -3.3535
H 1.2328 3.8373 3.8002
H 2.7967 -2.9174 -5.5484
H 4.9078 2.5053 0.8427
H 7.5741 -1.3920 0.9817
H -4.8382 -2.5990 1.6140
H 0.1430 2.4489 3.7177
H -1.7988 4.4000 -3.5474
H 3.4136 1.9520 0.0634
H -2.6104 2.2295 -3.2701
H -0.1169 -3.3732 4.6182
H 1.9964 -5.3958 1.4917
H 1.7068 1.5216 -2.9352
H 0.0661 0.8679 -2.9020
H -0.9530 5.9330 -3.3972
H -1.8632 -3.2026 2.1304
H -2.3816 3.0506 1.6148
H 0.8354 -5.4770 3.6956
H -4.0099 -2.6949 3.1608
H -3.7931 2.3003 -0.4350
H -4.3063 -4.7693 -0.4172
H 1.8514 3.3313 1.6419
H -2.5398 0.9315 -2.0757
H -1.0456 -1.1271 3.9758
H -3.6719 -1.3492 2.0644
H -4.0886 1.4179 -2.7645
H -3.4133 -2.2742 -1.9995
H 5.9899 -3.1899 0.2814
H 1.8968 2.1856 3.7707
H 6.7048 0.9253 1.2300
H 0.5824 -0.5009 4.2151
H -2.5169 5.6077 -1.4553
H -3.0065 -4.2665 1.3302
H -3.1887 5.8844 0.7254
H 0.8534 1.1780 -4.4415
```

Energy relative to the best compared isomer or geometry (same formula, charge and spin)   0.491 eV
Spin multiplicity   1
Total charge   +1
F_max   0.0127 Eh/bohr
DFT total energy   -2447.70792 a.u.